(1)
{
  "formula": "C2H2N4O2",
  "method": "ωB97M-V/def2-TZVPD",
  "total_energy_ha": -446.7192,
  "max_force_ha_per_bohr": 0.136,
  "e_lumo_ev": -1.4,
  "homo_energy_ev": -9.9,
  "orbital_gap_ev": 8.5,
  "smiles": "O=C/N=c1\\nn[nH]o1",
  "species": ["O", "C", "N", "C", "N", "N", "N", "O", "H", "H"],
  "xyz": [[2.4452, 0.6409, -0.3415], [1.9560, -0.1614, 0.4859], [0.9678, -1.1632, -0.2362], [-0.1160, -0.4599, -0.0843], [-0.1497, 0.9568, -0.0295], [-1.3942, 1.3197, 0.0430], [-2.1610, 0.0460, 0.1922], [-1.3610, -1.1351, -0.0452], [2.3005, -0.4079, 1.5290], [-2.8540, -0.0265, -0.6322]],
  "forces_ev_per_angstrom": [[-0.75, -2.19, 4.46], [2.14, 0.34, -6.67], [-0.72, 2.98, 3.87], [2.11, -3.88, -1.04], [-4.83, 0.90, 0.71], [2.46, -4.64, -0.22], [-2.56, 0.94, -2.10], [1.80, 4.43, 0.06], [-0.63, 0.40, -0.84], [0.97, 0.73, 1.77]],
  "mulliken_charge": [-0.44, 0.30, -0.46, 0.50, 0.01, -0.27, -0.08, -0.20, 0.33, 0.31]
}

=====

(2)
{
  "formula": "C2H2N4O2S",
  "method": "ωB97M-V/def2-TZVPD",
  "total_energy_ha": -844.7593,
  "max_force_ha_per_bohr": 0.062,
  "e_lumo_ev": [-1.0, -1.4],
  "homo_energy_ev": [-9.0, -10.0],
  "orbital_gap_ev": [8.0, 8.5],
  "species": ["C", "C", "N", "N", "N", "N", "O", "O", "S", "H", "H"],
  "xyz": [[1.4557, 1.1292, -0.3699], [0.2151, -1.0476, -0.9049], [0.9617, 2.1436, 0.2654], [-0.2846, 1.9419, 0.6388], [-0.5713, 0.7482, 0.2543], [0.4895, 0.1796, -0.3004], [-1.6540, -1.4686, 1.2967], [-2.3937, -1.0507, -1.1226], [-1.4453, -1.0802, -0.0578], [2.5674, 0.9237, -0.4977], [0.6593, -2.4192, 0.7980]],
  "forces_ev_per_angstrom": [[1.24, -2.00, 1.05], [-0.17, -2.06, 1.46], [0.89, 2.97, 0.69], [-0.12, -0.32, -0.45], [-0.16, 0.62, 0.46], [0.66, 0.45, -1.05], [-0.65, -0.02, -0.85], [-0.45, -0.03, 1.25], [0.73, -0.71, -1.14], [-1.96, 0.40, -0.41], [0.00, 0.69, -1.01]],
  "mulliken_charge": [-0.09, -0.34, -0.20, -0.46, 0.17, 0.45, -0.38, -0.44, 0.92, 0.33, 0.04]
}